Entry 1:
Below is a cluster of 2 separate species, C22H15Cl3N2O2 in total in a non-equilibrium geometry, with properties calculated with ωB97M-V/def2-TZVPD.

Calculated values
Total charge ... 0
Energy relative to the best compared isomer or geometry (same formula, charge and spin) ... 6.9 kcal per mole
DFT total energy ... -67695.3811 eV
Largest force on an atom ... 3.0 eV/A
Gap between HOMO and LUMO ... 2.15 eV

The geometry in XYZ format:
```
44
C22H15Cl3N2O2 (ωB97M-V/def2-TZVPD)
Cl -2.02369 -0.12934 0.22266
Cl -0.20903 -3.63422 -0.19655
Cl 4.72226 -1.47069 0.47990
O 0.14098 -1.61954 -2.39871
O -0.65817 2.45928 2.35184
N 2.60101 -1.91947 -4.05270
N -2.64581 0.38380 2.78799
C -0.81537 4.05449 -2.41513
C -2.42104 1.07421 1.43176
C -1.33083 2.14275 1.37200
C -1.64247 -0.02377 3.60929
C -3.24688 -0.80239 5.23409
C 1.27676 -3.01832 -0.79477
C 3.71122 -2.34357 -4.67763
C 4.93034 -2.26442 -2.60596
C 3.52630 -2.18902 -0.50011
C -3.91818 -0.01089 3.07111
C -1.91900 -0.57270 4.86275
C -2.24704 3.04017 -0.76960
C -2.09001 3.69340 -1.97563
C -1.13165 2.75422 0.02065
C 2.53023 -1.98719 -2.72022
C 3.71263 -2.13262 -1.91607
C 0.15925 3.06237 -0.43169
C -4.24169 -0.59133 4.28101
C 1.16938 -2.18510 -2.06229
C 4.92713 -2.54179 -3.96816
C 2.36536 -2.80846 0.02395
C 0.30401 3.72717 -1.64504
H -2.98158 3.93555 -2.55907
H -3.49145 -1.26996 6.19211
H -0.70504 4.61248 -3.34816
H 2.26663 -3.12246 1.08525
H 1.01480 2.79103 0.18271
H -5.25804 -0.95678 4.42203
H -4.62855 0.13554 2.27842
H 3.65055 -2.65207 -5.75402
H -3.37786 1.51827 1.12835
H 5.86455 -2.21687 -2.08576
H -3.24231 2.77356 -0.40265
H 1.30335 4.00888 -1.96845
H 5.76913 -2.97005 -4.50944
H -0.64343 0.12480 3.22448
H -1.07676 -0.85896 5.49546
```

---

Entry 2:
Below is a structure of composition C22H15Cl5N5OV in a non-equilibrium geometry, with properties calculated with ωB97M-V/def2-TZVPD.

Calculated values
Total charge ... +2
Multiplicity ... 3
DFT total energy ... -120844.3967 eV
Largest force on an atom ... 2.4 eV/A
Gap between HOMO and LUMO (alpha / beta) ... 7.14 / 7.87 eV

The geometry in XYZ format:
```
49
C22H15Cl5N5OV (ωB97M-V/def2-TZVPD)
V 0.07009 -0.67661 -0.00221
Cl -3.90050 -0.09373 -2.09982
Cl -0.29948 -3.49498 -0.16388
Cl -4.42416 -5.38904 -3.14118
Cl -5.47117 -2.46838 -3.43914
Cl -1.80906 -5.93808 -1.49041
O -1.48158 -0.99558 -0.64291
N 1.70233 1.87385 -2.64912
N 0.57314 0.95235 -1.00024
N 2.82135 -0.38879 3.02225
N 1.01192 -0.43037 1.77497
N 2.17625 -1.18660 -0.57669
C -1.74918 3.81246 -1.58816
C 3.05273 -1.20268 0.63688
C -2.22169 -1.99277 -1.24939
C -1.01814 4.39807 -2.63803
C -0.12926 2.10952 -1.41396
C 2.31108 -0.67297 1.82554
C -1.75779 -3.28267 -1.11700
C -4.04915 -2.78330 -2.55470
C -0.59319 0.44969 3.53833
C 2.61492 -0.26242 -1.66642
C 1.77854 0.07542 3.84061
C -3.36492 -1.71700 -1.96206
C -0.62868 0.87835 4.84810
C 1.75767 0.50306 5.16239
C 0.64392 0.04804 3.04768
C -2.41666 -4.35473 -1.69001
C -1.32200 2.66098 -0.96094
C 1.64821 0.87504 -1.77522
C 0.16313 3.85022 -3.09390
C 0.58069 2.69318 -2.44913
C -3.57994 -4.09387 -2.42032
C 0.52955 0.90411 5.64655
H 0.45258 1.24556 6.66973
H -1.89533 2.21358 -0.16033
H 2.43576 2.02800 -3.32445
H -1.56853 1.19951 5.27510
H 0.72470 4.30170 -3.90045
H 3.95483 -0.61842 0.45802
H 2.64256 -0.81222 -2.60749
H 3.62509 0.10411 -1.48259
H -1.39312 5.30169 -3.09919
H 3.78745 -0.49327 3.29240
H -2.67068 4.27877 -1.26735
H -1.49103 0.42304 2.93415
H 2.64504 0.52196 5.78011
H 2.15988 -2.12639 -0.95694
H 3.37181 -2.22740 0.83082
```

---

Entry 3:
Below is the molecule C22H15ClN4O in a non-equilibrium geometry, with properties calculated with ωB97M-V/def2-TZVPD.

Calculated values
Total charge ... 0
Structure (SMILES) ... O=C(N/N=C/c1ccc(Cl)cc1)c1cc(-c2cccnc2)nc2ccccc12
Energy relative to the best compared isomer or geometry (same formula, charge and spin) ... 0.0 kcal per mole
DFT total energy ... -43587.8720 eV
Largest force on an atom ... 1.2 eV/A
Gap between HOMO and LUMO ... 8.40 eV

The geometry in XYZ format:
```
43
C22H15ClN4O (ωB97M-V/def2-TZVPD)
Cl 5.86950 2.75136 -0.10317
O -1.71376 -3.88503 -0.90775
N 0.28161 -2.88180 -1.15522
N -5.38322 1.73692 -2.13006
N 1.07751 -1.83474 -0.92347
N -2.24403 0.68352 1.24169
C 3.13820 -0.69209 -1.06414
C -4.68775 1.86395 0.54565
C 4.43028 -0.64435 -1.58922
C 2.70450 0.34684 -0.23486
C 0.44024 -0.18043 3.50306
C -6.05646 2.50462 -1.29040
C -2.48270 -0.98133 -0.45320
C 0.85581 -1.41859 2.98783
C -3.98267 1.03017 -0.32362
C -2.86493 0.22465 0.18077
C -4.37557 1.02566 -1.66289
C -0.58498 0.50525 2.91575
C 0.25860 -1.94726 1.87685
C 3.53928 1.40280 0.06119
C 4.82142 1.43172 -0.47293
C -0.77613 -1.24996 1.22428
C -1.00464 -2.93168 -0.68144
C -5.74030 2.61431 0.05670
C 5.27087 0.41189 -1.29872
C 2.27107 -1.81127 -1.36154
C -1.43135 -1.70208 0.05089
C -1.22628 -0.01510 1.77074
H 1.70679 0.30304 0.17182
H 0.56861 -2.90995 1.49901
H 2.68811 -2.62954 -1.96111
H -4.39749 1.90082 1.58457
H 6.26907 0.44819 -1.70594
H -3.01235 -1.33538 -1.32349
H -0.93724 1.44725 3.30579
H 0.61279 -3.68281 -1.70211
H -6.30787 3.26556 0.70337
H 1.65200 -1.95602 3.48115
H 3.20523 2.20307 0.70259
H 4.77831 -1.44076 -2.23085
H 0.93163 0.21871 4.37809
H -6.88040 3.05720 -1.72251
H -3.84645 0.44018 -2.40342
```

---

Entry 4:
Below is a structure of composition C22H15N4O3SV in a non-equilibrium geometry, with properties calculated with ωB97M-V/def2-TZVPD.

Calculated values
Total charge ... +3
Multiplicity ... 2
Energy relative to the best compared isomer or geometry (same formula, charge and spin) ... 7.5 kcal per mole
DFT total energy ... -71656.5007 eV
Largest force on an atom ... 1.0 eV/A
Gap between HOMO and LUMO (alpha / beta) ... 6.54 / 7.05 eV

The geometry in XYZ format:
```
46
C22H15N4O3SV (ωB97M-V/def2-TZVPD)
V 0.53868 0.25137 0.39808
S -1.74715 -0.18283 2.72108
O -3.06518 0.10669 2.31259
O -1.20123 -1.49776 2.67244
O 1.64717 0.99313 1.95135
N 0.88809 1.89102 -0.72959
N -0.47310 -0.13092 -1.19024
N 0.81638 -1.70273 0.20932
N -0.59063 0.77375 1.68156
C -2.55188 -0.52216 -2.85367
C -1.78319 0.78143 5.33937
C -1.06313 1.41374 6.36697
C -0.43585 -3.66692 -0.32134
C 1.64482 -2.42781 0.99197
C 0.14146 1.19352 3.90385
C -0.20839 -2.32670 -0.45746
C -2.04611 -1.60750 -2.13306
C -1.15707 0.68759 4.12656
C 1.85296 4.01268 -1.20654
C 1.82009 2.83161 -0.48837
C 0.43321 -4.41363 0.48199
C 0.84952 1.79225 4.93506
C 1.48741 -3.79186 1.13022
C 0.22303 1.89811 6.17508
C 0.89156 4.23816 -2.17459
C -1.98165 0.74975 -2.76704
C -0.98033 -1.37985 -1.29669
C -0.07663 3.26275 -2.43085
C -0.04603 2.10122 -1.70821
C 0.52718 1.04268 2.53081
C -0.90580 0.91688 -1.92641
H 2.53697 2.62144 0.29255
H 2.43736 -1.89087 1.49786
H -1.25808 -4.14525 -0.83613
H -2.47714 -2.59301 -2.24231
H 0.74047 2.37449 6.99659
H 2.62487 4.73982 -0.99686
H 1.84198 2.19297 4.77394
H 2.17859 -4.35026 1.74562
H -1.52922 1.51534 7.33868
H -3.39600 -0.67701 -3.51440
H -2.77233 0.37790 5.51380
H 0.89253 5.16008 -2.74244
H 0.27957 -5.47987 0.59124
H -2.36741 1.56890 -3.35806
H -0.81961 3.41406 -3.20212
```

---

Entry 5:
Below is a structure of composition C22H15N5O2Pd, with properties calculated with ωB97M-V/def2-TZVPD.

Calculated values
Total charge ... +2
DFT total energy ... -38066.9663 eV
Largest force on an atom ... 0.5 eV/A
Gap between HOMO and LUMO ... 8.42 eV

The geometry in XYZ format:
```
45
C22H15N5O2Pd (ωB97M-V/def2-TZVPD)
Pd -0.38731 -0.51899 -0.00407
O 2.58499 6.05255 0.01272
O 4.59251 5.28927 0.01981
N -0.65030 -2.61587 0.02943
N 3.39569 5.15124 0.02016
N -2.49782 -0.75278 -0.03514
N 1.73856 -0.25846 -0.03379
N -0.14930 1.59777 0.02941
C 0.30768 -3.54806 0.06118
C 1.47930 3.41220 0.03050
C -4.78488 -0.01665 -0.08966
C -2.24029 -4.40273 0.04044
C 2.14064 1.04133 -0.02078
C 4.46852 0.41849 -0.06944
C -1.10111 2.51433 0.06569
C -2.94722 -2.02286 -0.01581
C 0.07109 -4.90646 0.08358
C 3.83478 2.79783 -0.02132
C 2.88760 3.74378 0.00968
C -1.23503 -5.34713 0.07291
C -4.29656 -2.33041 -0.03041
C -1.92378 -3.05523 0.01963
C 4.06734 -0.88375 -0.08276
C -0.86190 3.88177 0.08711
C -3.42447 0.21125 -0.07261
C 0.42118 4.34077 0.06969
C 3.48589 1.41497 -0.03729
C 2.70350 -1.16763 -0.06399
C -5.23481 -1.31920 -0.06736
C 1.13713 2.04547 0.01321
H 0.62675 5.39598 0.08631
H -4.62393 -3.35785 -0.01389
H 5.51688 0.69010 -0.08295
H -5.46790 0.82004 -0.12037
H 4.87617 3.08816 -0.03477
H 1.30851 -3.21270 0.07050
H -1.69655 4.56715 0.11783
H 0.90274 -5.59587 0.10904
H 4.77817 -1.69695 -0.10752
H -6.29195 -1.54847 -0.07955
H -3.08745 1.21411 -0.09270
H -3.26987 -4.72362 0.03139
H -1.47129 -6.40265 0.08954
H 2.42494 -2.18852 -0.07569
H -2.10685 2.18428 0.08208
```

---

Entry 6:
Below is a structure of composition C22H16AuCl2NO3S4, with properties calculated with ωB97M-V/def2-TZVPD.

Calculated values
Total charge ... 0
Multiplicity ... 3
DFT total energy ... -102784.9675 eV
Largest force on an atom ... 0.6 eV/A
Gap between HOMO and LUMO (alpha / beta) ... 7.21 / 5.37 eV

The geometry in XYZ format:
```
49
C22H16AuCl2NO3S4 (ωB97M-V/def2-TZVPD)
Au -0.19137 0.78807 0.47203
Cl 0.88655 -1.60528 4.96206
Cl 5.96558 -0.42833 3.64876
S -0.51616 2.95523 -0.61943
S -2.92911 4.62067 -0.67890
S -4.72371 2.39084 0.10513
S -2.53808 0.45078 0.32895
O 0.08850 -1.73371 -0.38577
O -5.54660 4.82482 -0.47390
O 0.20241 -0.19228 2.43892
N 1.96416 0.94163 0.70600
C 2.62850 -1.40049 -1.81539
C 2.42817 -2.13990 -0.63680
C 3.92926 -1.19890 -2.25377
C 3.82944 0.31453 2.10263
C 4.68790 0.91044 1.14917
C 4.17196 1.49297 0.03033
C 1.49406 -0.83001 -2.62727
C 2.44364 0.35145 1.84198
C 4.26427 -0.33078 3.27883
C 2.78112 1.48500 -0.16232
C -4.60415 4.09966 -0.37723
C 3.34784 -3.44578 1.35450
C 1.06777 -2.40194 -0.12123
C -2.17509 3.08444 -0.37379
C 3.35371 -0.88622 4.13163
C 1.98142 -0.84560 3.85576
C -3.02570 2.02802 0.01092
C 3.52180 -2.65028 0.08299
C 6.42508 -1.37328 -2.01243
C 1.45814 -0.23563 2.71715
C 4.80618 -2.38967 -0.37654
C 5.02728 -1.67060 -1.54356
H 0.95191 -3.27352 0.54258
H 2.33456 1.92997 -1.04429
H 0.72064 -1.57231 -2.82237
H 2.81723 -4.38319 1.17711
H 0.99823 -0.00956 -2.10517
H 7.13199 -2.11962 -1.65190
H 1.87148 -0.45764 -3.57949
H 4.09018 -0.64848 -3.17534
H 6.48074 -1.33958 -3.10045
H 6.75390 -0.40027 -1.63714
H 4.32110 -3.69086 1.77720
H 3.69107 -1.37966 5.03328
H 5.75602 0.89286 1.32118
H 2.78852 -2.88976 2.10709
H 4.80963 1.94712 -0.71547
H 5.65414 -2.76145 0.18956
```

---

Entry 7:
Below is a structure of composition C22H16BrCl2I2MnN4O2S2 in a non-equilibrium geometry, with properties calculated with ωB97M-V/def2-TZVPD.

Calculated values
Total charge ... 0
Multiplicity ... 5
Energy relative to the best compared isomer or geometry (same formula, charge and spin) ... 10.4 kcal per mole
DFT total energy ... -197409.3040 eV
Largest force on an atom ... 1.2 eV/A
Gap between HOMO and LUMO (alpha / beta) ... 5.50 / 5.87 eV

The geometry in XYZ format:
```
52
C22H16BrCl2I2MnN4O2S2 (ωB97M-V/def2-TZVPD)
I 2.54140 3.09351 2.86310
I 1.76369 1.54200 0.94283
Br 2.02508 1.55965 -6.19466
Mn -0.75533 0.57506 -0.15418
Cl -5.39772 -0.06024 -2.89377
Cl -1.76528 2.91126 -0.08699
S -2.85132 -0.07135 -1.08185
S 0.47261 -2.72680 0.23230
O 0.72051 -2.62720 -1.18061
O -0.28391 -3.83198 0.74287
N -1.32379 0.13961 1.91255
N -0.57530 -1.88174 2.93509
N -0.23587 -1.30358 0.64041
N 5.72714 -2.54643 2.97819
C 3.09669 -1.99634 0.47508
C 0.58318 2.13945 -2.35516
C -1.12541 -1.44660 4.06244
C 0.18400 -0.16705 -2.90689
C 0.76092 0.03015 -4.15107
C -5.37435 2.60659 -2.75061
C -0.71471 -1.08695 1.87471
C -3.59193 1.43457 -1.53212
C 4.31622 -1.93209 1.11906
C -3.16678 2.71408 -1.14811
C -4.74025 1.44482 -2.35316
C -3.77099 3.89574 -1.53631
C 1.15895 2.34488 -3.60276
C 2.04332 -2.69245 1.04896
C 0.10559 0.87962 -1.99105
C -4.88951 3.84093 -2.34787
C -1.84629 0.55614 3.05179
C 3.42728 -3.27485 2.91410
C -1.79018 -0.23628 4.18767
C 2.20717 -3.33178 2.26650
C 4.49793 -2.57028 2.35331
C 1.24244 1.28514 -4.48724
H 5.14318 -1.40042 0.66365
H -3.36713 4.83987 -1.20035
H 0.53164 2.98310 -1.67865
H -2.22628 0.07364 5.12457
H 2.96162 -1.52437 -0.49132
H 1.37208 -3.86781 2.69631
H -2.31654 1.53296 3.04378
H 6.38100 -1.83937 2.69377
H -0.19014 -1.14731 -2.65150
H 3.56019 -3.78526 3.86048
H -5.38125 4.75049 -2.66261
H 5.75887 -2.78848 3.95226
H 0.82813 -0.78733 -4.85567
H 1.53459 3.32015 -3.88066
H -1.01671 -2.10086 4.92128
H -6.24845 2.53181 -3.38190
```

---

Entry 8:
Below is a structure of composition C22H16Cl3MnN4OS in a non-equilibrium geometry, with properties calculated with ωB97M-V/def2-TZVPD.

Calculated values
Total charge ... +1
Multiplicity ... 6
Energy relative to the best compared isomer or geometry (same formula, charge and spin) ... 41.2 kcal per mole
DFT total energy ... -110801.3083 eV
Largest force on an atom ... 4.2 eV/A
Gap between HOMO and LUMO (alpha / beta) ... 5.92 / 6.01 eV

The geometry in XYZ format:
```
48
C22H16Cl3MnN4OS (ωB97M-V/def2-TZVPD)
Mn -0.20128 0.71700 -0.82396
Cl 1.97882 0.80420 -1.31216
Cl -0.29148 5.52160 -0.55116
Cl 5.08182 5.19960 -0.56036
S 0.08142 0.75470 1.91904
O -0.07388 2.52970 -0.88796
N 0.63692 -1.90740 2.08294
N 2.40822 -0.64950 2.01954
N -2.21288 0.59980 -0.76586
N -0.32598 -1.26400 -0.86596
C 3.55232 4.44440 -0.73826
C -1.99298 -3.08280 -0.70936
C 0.61922 -2.23260 -0.93976
C 1.72402 -2.74040 2.10194
C 1.02862 3.19760 -0.88816
C -4.01618 -1.07350 -0.67066
C -4.34328 -2.46170 -0.64656
C -3.38218 -3.41620 -0.64906
C -4.50968 1.27600 -0.66786
C -3.15448 1.54610 -0.71996
C 0.35342 -3.57440 -0.87376
C 1.14312 4.59990 -0.69686
C -2.63638 -0.72250 -0.72886
C 3.49012 3.07580 -1.00086
C 3.22752 0.52860 2.08284
C 2.38792 5.19600 -0.60376
C -4.95278 -0.04940 -0.64616
C 2.82662 -1.95330 2.06524
C 2.24582 2.49760 -1.06096
C 1.05792 -0.62580 2.01424
C -0.97368 -4.02300 -0.73726
C -1.65078 -1.70640 -0.76506
H -0.33378 -2.17670 2.13914
H 1.62982 -3.80520 2.13884
H 3.86352 -2.22140 2.07074
H -1.19098 -5.07520 -0.67476
H 1.64352 -1.89840 -1.04236
H -6.00658 -0.27660 -0.61556
H -5.38688 -2.73880 -0.62256
H 4.38882 2.49870 -1.14766
H 4.27832 0.25540 2.05544
H 1.16452 -4.27970 -0.94116
H -2.80138 2.56910 -0.71326
H 3.00562 1.20210 1.25344
H -5.21718 2.08780 -0.63786
H 2.46122 6.25680 -0.42556
H 3.01782 1.06070 3.01154
H -3.64238 -4.46420 -0.62366
```

---

> Number 1 is which compound?

C22H15Cl3N2O2